No. 1
DFT (ωB97M-V/def2-TZVPD) results for a cluster of 17 separate species, H35O17 in total at a distorted geometry.

Values from the calculation:
Orbital gap: 0.363 hartree
M: 307.263 g/mol
E: -1299.78852 hartree
ΔE to the lowest compared entry with this formula, charge and spin: 316.16 kJ/mol
HOMO: -12.9 eV

```
! RIJCOSX wB97M-V def2-TZVPD def2/J DEFGRID3
* xyz 1 1
O 0.201 3.006 -1.179
H -4.164 1.990 -1.544
O -1.934 -0.817 -2.235
H -1.511 -5.045 -1.216
O 0.572 -0.192 3.978
H -2.440 -1.076 1.173
O 0.095 1.582 -3.542
O 2.867 2.298 0.215
H -3.571 -2.894 -0.526
H -3.209 -0.408 0.040
O 0.110 0.159 -0.726
H -1.223 2.595 2.599
O 2.252 -3.675 -0.978
H 3.842 2.217 0.276
H 1.740 3.415 1.250
H -0.780 1.704 3.783
H -0.666 2.071 -3.863
O -4.391 1.133 -1.109
H 4.943 -0.559 2.180
H 0.924 4.598 1.160
H 2.756 0.999 -2.896
H 1.959 -3.791 -0.012
H 0.396 3.009 -0.234
H -2.568 -0.074 -2.429
O -1.537 -4.308 -1.820
H -2.474 -1.928 -1.365
O 1.841 -0.641 1.497
H -1.394 -0.267 -1.643
H -0.313 -0.294 4.349
H -0.960 -4.216 -2.574
H 0.880 2.389 -1.523
H 2.643 1.648 -0.459
H 0.825 -1.103 3.752
H -0.655 0.223 2.393
O -0.961 -0.445 1.748
H 2.560 -1.133 1.976
H 4.619 -1.848 2.833
H -0.159 -1.028 1.827
H -2.737 -3.322 -1.660
O 0.811 3.694 1.462
O 3.090 1.875 -2.694
H -0.247 0.432 0.143
O -3.312 -1.095 0.735
H -0.194 1.006 -2.840
H 2.462 2.387 -3.213
H 2.075 0.261 1.753
O -3.383 -2.547 -1.469
H -5.145 0.742 -1.549
O -1.549 1.941 3.249
H 0.477 -0.672 -0.328
O 4.291 -1.275 2.128
H 2.241 -2.719 -0.873
*
```



No. 2
DFT (ωB97M-V/def2-TZVPD) results for a cluster of 13 separate species, C38H109N11O13 in total at a distorted geometry.

Values from the calculation:
Orbital gap: 0.324 hartree
M: 928.354 g/mol
E: -3093.31122 hartree
ΔE to the lowest compared entry with this formula, charge and spin: 468.89 kJ/mol
HOMO: -8.8 eV

```
! RIJCOSX wB97M-V def2-TZVPD def2/J DEFGRID3
* xyz 0 1
H -2.235 3.414 -2.341
H -0.736 -2.410 -5.434
H 1.079 -0.912 -5.301
H -3.942 4.283 -5.122
H 1.460 5.743 -0.334
H -0.399 -1.842 1.808
N -2.502 -8.740 -0.718
O -0.426 5.465 0.156
H 3.121 -0.841 10.099
H -1.929 -0.392 -1.978
C -2.810 2.553 -2.681
H -0.923 1.449 -1.196
H -1.168 6.980 3.720
H 3.704 4.711 -4.895
C 5.350 3.144 -0.273
H -4.250 2.171 -4.264
H 4.383 2.643 -0.219
H 3.561 -0.039 8.593
C 4.423 -0.748 2.419
H 3.926 0.589 -1.538
N 3.011 -0.083 9.440
O 2.125 -0.034 6.666
H -6.104 -2.626 3.013
O -4.021 -2.819 3.125
C -2.292 -8.334 -2.065
H -0.011 -3.020 4.266
H -1.563 -1.529 -4.040
H 1.341 0.402 1.749
H -4.645 -0.159 -0.720
H -1.649 -4.335 2.451
N 1.409 2.594 -0.756
N -0.402 -2.852 1.819
H -2.720 -1.386 2.151
H 3.825 -0.080 1.799
H 2.368 2.878 -0.614
C -1.083 -3.042 4.069
H -1.258 -6.007 -0.955
H -2.131 1.840 -3.150
C -5.024 1.074 0.818
H -4.492 -4.746 -1.981
H -5.325 -1.843 1.722
H 0.464 0.845 7.535
N -0.557 -5.421 -0.525
C 1.585 -0.166 9.020
H -1.978 -10.315 -2.995
N 6.108 2.856 0.940
H -2.114 5.614 1.942
H 0.277 0.243 -4.183
H -1.237 -8.231 -2.319
H -7.779 3.116 -4.867
C 3.454 3.883 -4.233
H -0.983 1.746 0.410
H -4.276 -7.521 -2.469
C 3.197 -2.228 -3.068
C -1.030 5.901 3.792
H 2.295 2.365 -5.047
C 5.313 0.012 3.320
H 5.816 -1.182 1.063
C 5.150 4.619 -0.346
O -4.706 1.551 1.949
H -0.008 5.750 4.139
H 1.031 -0.179 11.129
N -1.105 3.856 2.376
C 1.524 0.724 7.758
H 1.785 3.990 -5.546
O 1.116 3.306 -3.786
H 5.904 0.657 2.669
H -4.786 4.493 -2.423
H 3.791 -1.385 -3.420
H 5.131 -0.323 -2.439
H 0.926 5.549 1.685
H -3.408 0.024 0.487
C 6.216 2.422 -1.352
H 0.697 1.354 10.243
H -6.287 2.113 -4.811
H 1.316 -1.214 8.892
O -3.065 -6.074 -1.419
H -2.974 4.790 -4.058
H 4.165 3.089 -4.465
H 1.540 -3.295 -1.435
H 1.524 0.459 -0.685
H -3.246 -4.182 -0.816
H 4.552 4.920 -1.207
H -3.647 -10.070 -2.485
H -0.512 -1.473 -1.707
C 1.042 1.265 -0.133
H 5.920 -0.704 3.875
H -1.351 -2.090 4.526
H 3.155 -3.728 -5.830
H 7.045 3.192 0.770
H 4.401 -3.614 -4.119
C 0.492 5.713 -0.835
H 6.221 1.852 0.957
H 0.961 2.071 1.911
H 3.590 4.124 -3.179
C -3.253 -7.151 -2.400
H -3.041 -6.773 -3.400
H -1.384 -3.937 4.614
H -0.023 7.001 1.413
H 7.264 2.605 -1.113
H -2.746 -4.491 -2.565
N -6.216 1.090 0.279
N 0.873 -3.810 -0.879
C 1.524 1.374 1.290
H 6.041 5.227 -0.187
H 0.385 5.153 -1.763
H -5.073 -1.220 3.430
O 5.895 1.060 -1.315
C 0.177 -4.770 -1.425
H -0.408 0.138 10.087
C -0.633 -1.790 -4.544
H -0.532 3.431 3.091
C 0.668 0.265 10.202
O 0.133 -4.949 -2.648
H 2.601 1.537 1.325
C -0.057 5.912 1.384
O -0.927 -0.332 -0.074
H -7.043 1.391 0.775
H 1.964 -0.394 4.538
H -3.486 -8.936 -0.610
H -3.179 -2.661 1.227
H -3.300 2.074 -1.834
C 3.325 -3.480 -4.004
H 0.287 3.261 -4.268
H -0.686 3.530 1.517
H 2.702 -4.342 -3.768
H -2.137 -1.793 -1.014
H 1.824 1.762 7.899
O 3.033 -2.969 -5.256
H 4.665 0.547 4.015
C -5.120 3.735 -3.131
H 4.516 4.951 0.477
C -2.862 -2.462 2.251
C 4.837 0.680 -2.131
H -0.867 0.879 -5.715
N -3.116 3.971 -4.632
C -3.837 3.057 -3.781
H 2.133 -2.019 -2.958
C -6.935 2.793 -4.258
C 0.126 -0.537 -4.930
C 1.584 0.212 5.361
H 0.482 -3.098 2.241
O -0.610 0.009 -6.030
C -2.757 -9.564 -2.862
H 4.649 1.422 -2.907
C -0.508 1.043 -0.274
H 1.806 1.241 5.077
H -2.267 -7.967 -0.112
C -3.427 -4.721 -1.746
O 5.054 -1.592 1.479
C -1.577 -3.265 2.646
H 5.986 2.790 -2.352
H 3.851 -1.482 2.987
H 3.710 -2.298 -2.109
H 0.316 6.758 -1.090
H -6.229 0.441 -0.494
H -0.711 -5.174 0.442
C -5.188 -2.084 2.776
H 1.342 2.508 -1.760
H 0.733 -3.482 0.066
H -3.005 -9.236 -3.871
C -1.403 -1.028 -1.265
C -1.140 5.338 2.347
N -4.292 0.319 0.096
O -6.237 4.009 -3.923
H -7.318 2.287 -3.372
H -1.841 5.619 4.464
H -0.089 -2.358 -3.788
C 2.159 3.394 -4.714
H -5.385 3.047 -2.328
H 0.500 0.119 5.308
*
```



No. 3
DFT (ωB97M-V/def2-TZVPD) results for a structure of composition C20H28F17GaIO13P2 at a distorted geometry.

Values from the calculation:
Orbital gap: 0.229 hartree
M: 1057.972 g/mol
E: -6360.16718 hartree
HOMO: -4.4 eV

```
! RIJCOSX wB97M-V def2-TZVPD def2/J DEFGRID3
* xyz -1 1
P 6.633 -1.437 -1.585
C -8.005 -4.920 2.590
O -7.265 -5.286 4.885
F -3.751 -0.608 -4.469
O 5.510 -2.677 -1.845
O -5.520 -6.321 3.880
C -1.758 -5.229 3.058
H 5.191 -0.503 -4.331
F 3.609 3.198 -2.962
H -0.695 -0.355 1.081
H 1.453 4.986 -0.413
H -4.483 -7.798 5.663
F -1.465 3.137 -3.379
C 0.224 -2.104 0.222
C -0.639 2.136 -3.099
H 0.622 8.788 2.277
C -0.800 -3.730 1.564
H -0.019 8.583 4.709
F -3.289 -0.834 -2.444
F 3.766 0.305 -1.146
H 1.942 9.227 3.351
C 1.615 6.530 1.647
F 1.393 0.604 -2.314
C 0.577 7.815 4.212
C 3.244 1.947 -2.846
H -0.700 -0.391 -0.687
C 4.329 1.200 -2.010
H 1.224 -1.679 0.158
F 0.593 3.835 -2.190
O -6.417 -7.035 5.831
O -1.634 -3.981 0.729
F -1.054 1.657 -1.944
C 2.069 4.620 0.399
H 7.980 1.788 -5.881
O 2.557 5.706 1.202
O -0.713 -4.300 2.772
H -1.845 -5.980 2.275
H 1.509 3.922 1.020
H -5.586 -8.636 6.767
C -6.318 -6.219 4.776
H 0.102 -2.779 -0.626
C -3.035 -0.110 -3.489
F 1.163 3.245 -4.118
Ga 5.827 0.243 -3.079
F 0.359 0.754 -4.781
F 1.905 2.199 -0.992
O 0.183 -2.840 1.456
C -0.808 -0.996 0.205
H -1.821 -1.400 0.227
F -1.418 -1.031 -4.902
H -0.088 7.010 3.903
H -8.988 -5.314 2.856
C 1.313 8.399 3.024
H -6.321 -3.974 3.572
C -7.321 -4.337 3.809
P 7.549 1.682 -3.805
H -7.427 -5.744 2.172
I 8.732 -2.351 -2.475
C -1.499 -0.238 -3.841
O 8.869 1.018 -3.748
C 0.763 2.771 -2.967
O 0.437 6.468 1.394
H -8.125 -4.159 1.820
F 4.906 2.160 -1.217
F -0.868 -0.866 -2.874
C 1.824 1.848 -2.275
O 2.199 7.443 2.434
H -7.895 -3.493 4.186
H 2.934 4.112 -0.012
H -2.704 -4.704 3.182
O 7.558 3.116 -3.013
H -5.787 -8.835 5.017
F -1.505 1.625 -5.223
O 7.213 2.082 -5.366
C -5.508 -8.136 5.805
F -3.430 1.117 -3.322
H 5.978 -3.508 -2.000
F 3.189 1.387 -4.050
C -0.798 1.080 -4.247
H -1.505 -5.723 3.993
H 1.284 7.396 4.930
H 8.479 3.423 -3.080
*
```